1.
66
Properties=species:S:1:pos:R:3:forces:R:3:mulliken_charge:R:1 method="wB97M-V/def2-TZVPD" charge=+2 multiplicity=2 homo_ha="-0.5163 / -0.5163" e_lumo_ev="-8.5 / -8.8" e_above_lowest_kj_mol=33.8
Pt -0.93612 0.22431 0.76281 -0.160 -0.494 -0.655 1.553
P 0.26725 1.01010 2.61654 0.355 -0.141 -0.067 1.334
N -1.65989 -1.12040 -1.82041 0.063 -0.149 0.038 1.032
N -0.31438 -1.72534 0.73548 -0.048 0.035 0.617 -0.841
N 0.33625 -2.23973 -2.93839 -0.012 0.044 -0.067 0.293
N 0.16706 0.90819 -0.85100 -0.041 0.639 0.456 -0.868
N 1.65995 -2.17136 -3.28816 -0.081 -0.003 0.011 -1.047
N -2.15141 -0.45377 -0.75810 -0.316 0.218 0.194 -0.611
N 0.51809 0.01387 -1.80883 0.118 -0.081 0.121 0.791
N 0.17789 -2.12804 -0.45862 -0.027 0.034 0.108 1.268
C -4.26577 0.53899 0.05306 0.034 -0.038 -0.027 -1.214
C -0.24219 -3.34561 -3.49500 0.052 -0.034 0.037 -0.258
C -3.80752 -0.72612 -2.19628 -0.007 0.029 -0.012 -1.493
C 0.66363 -3.36588 -0.30535 0.099 -0.052 -0.045 0.049
C 2.12843 4.59905 2.27064 0.034 0.005 0.037 -0.453
C 1.17118 5.48031 2.75791 0.009 -0.001 -0.024 -0.575
C -0.06310 5.00949 3.18604 -0.029 0.000 -0.045 -0.736
C 0.70676 -3.97753 -4.24153 0.010 -0.026 -0.067 -1.158
C 1.09763 0.69198 -2.80751 -0.001 0.064 -0.095 0.076
C -3.45168 -0.19627 -0.95775 0.045 -0.048 -0.054 0.627
C 1.84670 0.16473 2.80845 -0.022 -0.054 -0.070 -1.482
C 0.16037 3.37995 -0.48511 -0.050 0.035 -0.130 -1.165
C 0.48308 -3.76531 1.00334 -0.006 0.015 0.079 -1.442
C 1.85055 3.24407 2.19680 0.080 -0.041 0.318 -0.871
C 0.48643 2.14942 -1.25427 0.021 -0.049 -0.090 0.648
C 3.23274 -3.45206 -4.66756 -0.051 -0.040 0.014 -1.230
C 1.10277 2.03718 -2.49698 0.059 0.023 0.030 -1.530
C -0.15352 -2.70485 1.64229 0.069 -0.066 -0.161 0.501
C -0.34853 3.65517 3.11773 0.011 0.015 -0.063 -0.704
C -2.65131 -1.28617 -2.70723 -0.056 0.054 -0.029 0.155
C 0.61158 2.76698 2.62825 0.012 0.022 0.007 1.088
C -0.67586 -2.63012 3.03117 -0.017 -0.003 -0.048 -1.378
C 1.88251 -3.20013 -4.08239 0.099 -0.012 0.022 0.686
C -0.65100 0.70884 4.15183 -0.033 0.027 -0.083 -1.610
B -0.12912 -1.39852 -1.81194 0.016 0.041 -0.169 -0.007
H -4.73321 1.41816 -0.38792 0.006 0.002 -0.003 0.361
H 1.46265 0.16615 -3.67322 0.018 -0.043 0.041 0.632
H -0.69902 3.23093 0.17292 0.036 0.010 -0.013 0.264
H -3.64785 0.87053 0.89461 -0.025 0.016 0.004 0.101
H -1.68095 1.05990 4.09741 0.008 0.028 -0.008 0.454
H 3.09558 4.96724 1.95584 -0.005 0.003 -0.014 0.448
H -5.05562 -0.09628 0.45262 0.001 -0.003 0.000 0.351
H -1.26669 -3.61737 -3.29960 -0.002 0.009 -0.014 0.604
H 1.00331 3.70694 0.12052 -0.127 0.013 -0.168 0.087
H -0.13298 1.25110 4.94406 -0.030 0.005 0.019 0.500
H -0.79710 5.69627 3.58496 -0.016 -0.003 -0.031 0.451
H 1.38909 6.53868 2.80726 0.018 -0.006 0.035 0.445
H -1.34989 -1.78251 3.13835 -0.056 -0.014 0.037 0.216
H 0.12657 -2.56406 3.76687 0.000 0.032 0.006 0.304
H -2.47860 -1.77333 -3.65180 0.018 -0.002 0.008 0.684
H -0.08323 4.18490 -1.17616 -0.039 -0.032 -0.038 0.519
H -1.24493 -3.53095 3.25670 0.005 -0.007 -0.003 0.505
H 0.75359 -4.70997 1.44277 -0.014 -0.006 -0.020 0.512
H 2.46352 0.29046 1.91927 -0.009 0.007 -0.003 0.436
H 1.66908 -0.89982 2.94945 0.011 -0.038 0.009 0.306
H -4.77699 -0.69618 -2.66270 0.006 -0.012 0.000 0.478
H 3.71567 -4.29134 -4.16541 -0.001 0.002 0.014 0.266
H 0.59120 -4.86258 -4.84386 -0.036 -0.010 0.034 0.472
H -0.65495 -0.35020 4.38456 0.027 -0.016 0.058 0.387
H 2.60811 2.56630 1.82409 0.008 0.016 -0.010 0.278
H 1.09716 -3.89098 -1.14188 -0.021 0.033 -0.024 0.458
H -1.31600 3.30179 3.45415 0.020 0.006 0.037 0.314
H 3.86802 -2.57630 -4.55887 -0.011 0.007 -0.006 0.356
H 1.50191 2.84183 -3.09000 -0.023 -0.009 -0.015 0.515
H 3.15527 -3.71255 -5.72211 0.000 0.049 -0.015 0.346
H 2.36784 0.56785 3.67717 0.007 -0.005 -0.003 0.524



2.
62
Properties=species:S:1:pos:R:3:forces:R:3:mulliken_charge:R:1 method="wB97M-V/def2-TZVPD" multiplicity=1 homo_ha=-0.2393 smiles="COc1ccc(C=C2C=C(Br)C(=O)C(Br)=C2)cc1.CC(C)(C)N1C=CN(C(C)(C)C)P1" e_lumo_ev=-1.3 e_above_lowest_kj_mol=0.0
Br 2.51516 -5.00234 3.68575 -0.044 0.264 -0.094 -0.153
Br 5.15621 -3.02099 -1.01082 -0.183 0.054 0.027 -0.136
P 0.42671 1.85721 -0.14832 -0.063 -0.602 0.175 -0.453
O 4.76456 -4.50753 1.64074 -1.728 1.021 -0.516 -0.642
O -4.95732 -3.22560 2.27096 0.327 -0.409 -0.032 -0.445
N -0.60738 2.33809 -1.44490 -0.459 -0.476 1.143 0.420
N 1.81005 2.04613 -1.16263 0.048 -0.427 1.044 0.486
C 3.42038 3.80239 -0.50425 0.208 0.166 0.207 -1.660
C -2.34560 -1.45269 0.47022 0.866 -0.509 0.111 -0.107
C 3.15645 2.29843 -0.61308 -0.501 0.228 -0.127 1.232
C -1.24367 -2.35846 0.51906 -1.841 -0.328 0.446 0.066
C -3.76554 -3.02117 1.64984 0.629 -0.440 0.036 0.877
C 3.72646 -3.92049 1.31027 1.038 -0.766 0.262 0.653
C 1.46627 2.52115 -2.40526 -2.042 0.807 -1.243 -0.382
C -5.18888 -4.47671 2.97106 0.198 0.644 -0.428 -0.833
C -2.81283 2.53440 -2.41777 -0.480 -0.221 0.032 -1.582
C -1.94874 2.92142 -1.22523 0.704 0.127 -0.046 1.288
C -1.52059 -3.66204 1.02800 0.598 0.572 -0.242 -0.720
C 2.47120 -3.94894 2.12280 -0.474 0.761 -1.065 -0.511
C -2.47061 2.38874 0.10708 -0.458 0.165 0.047 -1.572
C 0.11357 2.67818 -2.56530 2.407 0.327 -0.853 -0.426
C 0.04110 -1.99843 -0.00890 2.119 -1.875 -0.042 -1.260
C -1.87615 4.44893 -1.17570 -0.198 0.243 0.139 -1.650
C 1.34426 -3.27553 1.72728 0.601 -1.048 1.221 -0.429
C -2.74622 -3.99906 1.56769 -0.824 0.452 0.224 -0.561
C 3.20630 1.64140 0.76665 0.436 0.016 0.124 -1.679
C -3.54789 -1.75785 1.06199 -0.673 -0.392 0.333 -0.478
C 3.60352 -3.12154 0.05103 -1.126 0.163 0.300 -0.289
C 4.17280 1.71812 -1.58683 0.377 -0.325 0.124 -1.446
C 2.42812 -2.52739 -0.32008 1.619 -0.055 -0.283 -0.467
C 1.23228 -2.59224 0.46503 -1.354 1.101 -0.512 0.970
H 0.06442 -1.45242 -0.96242 0.143 -0.144 0.562 0.848
H 0.50207 -3.29533 2.41836 0.157 0.110 -0.275 0.753
H 5.18138 1.84040 -1.17849 -0.085 -0.039 -0.067 0.439
H -4.39280 -4.68037 3.70446 -0.259 0.130 -0.236 0.360
H -1.21429 4.80767 -0.37961 -0.040 -0.125 -0.114 0.333
H -1.82736 2.70792 0.94550 -0.285 -0.136 -0.366 0.429
H 2.48079 2.10499 1.45741 0.313 -0.180 -0.286 0.455
H 3.42540 4.27737 -1.49272 -0.091 -0.089 0.184 0.342
H 2.68529 4.31064 0.13015 0.042 -0.140 -0.095 0.321
H -1.54414 4.86731 -2.13270 0.038 -0.099 0.193 0.355
H -3.84342 2.86036 -2.24866 0.053 -0.025 -0.042 0.459
H -0.74578 -4.43455 0.98732 -0.323 0.349 -0.095 0.582
H 2.24059 2.82882 -3.09625 -0.288 -0.225 -0.074 0.370
H -2.20559 -0.48525 -0.00327 0.042 -0.235 0.113 0.180
H 3.00683 0.56070 0.70440 0.048 0.266 -0.006 0.278
H 4.14302 2.24629 -2.54631 0.033 -0.162 0.179 0.364
H -4.37421 -1.04833 1.11106 0.266 -0.079 -0.131 0.449
H 4.21002 1.78450 1.18833 -0.224 -0.115 -0.012 0.465
H 0.28437 0.34156 -0.10908 0.042 1.154 -0.327 -0.073
H -3.47729 2.79467 0.27787 0.205 -0.142 0.035 0.510
H -6.13935 -4.29594 3.47080 0.133 -0.248 0.034 0.248
H -2.81398 1.45128 -2.57818 0.022 0.128 0.039 0.329
H 3.99979 0.65029 -1.76167 0.003 0.158 0.029 0.272
H -0.39032 3.13180 -3.40912 0.245 -0.283 -0.018 0.357
H 2.39898 -1.97874 -1.25843 -0.026 -0.057 0.075 0.426
H -2.46197 3.02438 -3.33281 -0.096 -0.146 0.177 0.349
H -5.27952 -5.31715 2.26587 0.048 0.282 0.181 0.325
H -2.54136 1.29390 0.10719 0.015 0.388 -0.004 0.090
H -2.92551 -5.00762 1.93925 0.131 0.286 -0.124 0.394
H -2.88249 4.83463 -0.98055 0.119 0.082 -0.012 0.437
H 4.41245 3.95067 -0.06408 -0.107 0.096 -0.030 0.438



3.
66
Properties=species:S:1:pos:R:3:forces:R:3:mulliken_charge:R:1 method="wB97M-V/def2-TZVPD" multiplicity=1 homo_ha=-0.2591 e_lumo_ev=0.0 e_above_lowest_kj_mol=97.0
Cs 0.06234 0.33667 -0.77884 0.040 0.050 -0.145 1.220
S -3.09896 -1.86666 -0.84225 -0.010 -0.015 -0.008 -0.131
S -2.25863 -4.61966 -1.76237 -0.003 -0.012 -0.003 -0.302
O -3.05569 -2.59074 -3.24580 -0.010 0.001 0.003 -0.198
O 4.35907 0.09954 1.89958 -0.016 0.015 0.036 -0.821
N 2.17243 0.45548 1.24501 0.000 -0.067 0.050 -0.046
N -2.36779 2.47218 -2.75887 -0.032 0.031 -0.038 -0.388
N -0.38097 1.38962 2.01910 -0.001 -0.029 -0.001 0.107
N -0.87208 -1.74860 3.25087 -0.022 -0.011 -0.015 -0.193
N -2.20465 -3.69766 1.62927 -0.006 0.006 0.016 -0.266
N 2.86967 -0.70992 -1.23020 0.031 0.004 0.028 0.052
C -2.74197 -3.37239 2.95141 0.005 -0.002 0.012 -0.830
C 4.58184 -1.29872 -2.80209 -0.008 -0.003 0.040 -0.758
C -0.71478 -0.29353 -4.54823 -0.004 -0.018 0.002 -0.347
C 3.42925 0.09267 1.06559 0.052 -0.030 -0.137 -0.241
C -0.34171 -2.19395 1.97027 0.010 -0.050 -0.021 0.496
C -1.69669 0.45610 -3.91896 -0.016 -0.053 -0.014 -0.226
C 3.25956 -1.15988 -2.42312 -0.020 -0.007 -0.057 -0.294
C -1.98764 2.01207 3.68907 -0.015 0.004 -0.004 -0.684
C 5.55818 -0.95757 -1.87511 0.022 0.002 0.012 -0.267
C 0.55914 1.28931 2.95583 -0.040 0.000 0.044 0.421
C 0.81342 1.53830 -4.37701 0.028 -0.008 -0.007 -0.367
C 0.27128 1.56863 4.29831 0.012 -0.009 0.005 -0.704
C -2.31041 -1.95780 3.32906 0.000 0.001 0.006 -0.618
C -0.74118 -3.61975 1.61665 0.034 -0.015 -0.007 -1.063
C -2.89508 -3.43716 -4.39061 -0.007 -0.011 -0.007 -0.995
C 0.54752 0.23572 -4.77846 0.001 0.008 -0.002 -0.759
C -1.00312 1.92819 4.66969 0.005 0.002 0.001 -0.426
C -2.78789 -3.09805 -2.04406 0.009 0.026 0.017 0.432
C 1.96420 0.86984 2.61025 -0.015 0.013 -0.005 -1.098
C -1.42696 1.76000 -3.50763 -0.007 0.047 0.036 0.683
C 5.16840 -0.50926 -0.62842 -0.023 -0.012 -0.015 -0.593
C 3.80966 -0.39078 -0.33612 -0.026 0.009 0.076 0.361
C -1.61790 1.73864 2.39013 -0.002 -0.012 0.013 -0.360
C -0.16191 2.29762 -3.75107 -0.018 0.020 0.020 -0.596
H -1.23637 2.13941 5.70596 0.000 0.000 0.000 0.413
H 1.06255 1.48328 5.03281 0.001 0.002 -0.002 0.436
H -3.00628 2.28722 3.92651 0.000 -0.001 -0.002 0.399
H 6.60872 -1.04905 -2.12242 -0.001 -0.002 -0.003 0.412
H 1.79306 1.96741 -4.54421 0.000 -0.001 -0.005 0.366
H 2.46481 -1.42446 -3.11551 -0.004 0.012 0.003 0.503
H -2.27286 3.47522 -2.79702 0.020 -0.004 0.004 0.230
H -2.51235 -4.61146 1.31922 0.000 -0.003 -0.002 0.202
H -2.35349 1.80177 1.59140 0.004 0.004 -0.006 0.402
H 2.63379 1.69807 2.89083 0.000 0.005 -0.015 0.512
H -2.66848 0.01874 -3.72042 0.002 -0.003 -0.002 0.232
H -2.75497 -2.65795 0.26102 0.005 -0.004 0.005 0.153
H -0.29463 -4.32278 2.33544 -0.004 -0.002 -0.005 0.403
H -2.37616 -4.07804 3.71285 -0.002 -0.001 -0.002 0.369
H -0.39816 -2.22241 4.01128 -0.002 -0.004 0.001 0.305
H -2.65344 -1.71410 4.33557 -0.005 -0.001 -0.002 0.491
H -3.55500 -4.29956 -4.31666 0.001 0.000 0.003 0.398
H -0.77012 -1.55072 1.19658 0.008 0.112 0.088 -1.015
H -3.83108 -3.44400 2.92104 -0.001 0.001 -0.001 0.410
H -2.78679 -1.24683 2.64436 0.002 0.004 0.000 0.134
H -1.86528 -3.78327 -4.46473 0.002 0.003 0.002 0.412
H -3.32425 2.18613 -2.90014 0.006 -0.015 0.010 0.219
H 4.83351 -1.66849 -3.78697 0.007 0.002 0.000 0.380
H 0.74012 -2.05717 1.94764 0.000 0.011 0.006 0.591
H 0.06118 3.30846 -3.42848 -0.003 0.000 0.000 0.286
H 5.86980 -0.24932 0.15066 0.009 0.000 -0.006 0.462
H 2.24289 0.07290 3.31758 0.002 0.001 -0.002 0.313
H -0.38898 -3.88377 0.61760 0.002 0.002 -0.001 0.382
H -3.16285 -2.81638 -5.24070 0.002 0.002 0.001 0.271
H -0.93970 -1.30718 -4.85557 0.000 0.000 0.004 0.259
H 1.31126 -0.35399 -5.26666 0.002 0.001 -0.001 0.468



How do the records compare in electronic energy? In the order shown, they have -50511.57459; -181837.85994; -60645.77398 eV.